(1)
Here is C23H22N5OsTe as an isolated structure from the Open Molecules 2025 dataset. Energies are from ωB97M-V/def2-TZVPD.

Cartesian coordinates (Å):
Os  -0.52  -2.43  -1.05
N  3.74  -3.25  -1.01
C  2.52  -3.09  -1.45
N  1.51  -2.73  -0.67
C  1.74  -2.59  0.73
N  0.74  -2.41  1.55
N  -0.46  -2.43  0.90
C  -1.58  -2.51  1.54
C  -2.76  -2.63  0.70
C  -4.04  -2.77  1.18
C  -5.09  -2.97  0.29
C  -4.82  -3.03  -1.07
C  -3.52  -2.88  -1.51
N  -2.50  -2.66  -0.65
C  3.09  -2.68  1.22
C  3.42  -2.46  2.57
C  4.72  -2.59  2.98
C  5.72  -2.95  2.07
C  5.42  -3.17  0.74
C  4.10  -3.03  0.33
H  4.46  -3.53  -1.67
H  2.34  -3.25  -2.50
H  -1.60  -2.54  2.62
H  -4.22  -2.75  2.25
H  -6.10  -3.08  0.65
H  -5.61  -3.21  -1.79
H  -3.27  -2.92  -2.56
H  2.63  -2.20  3.26
H  4.98  -2.42  4.02
H  6.74  -3.06  2.40
H  6.19  -3.45  0.03
C  -0.68  7.08  -0.83
C  -0.74  5.60  -0.78
C  -0.68  4.91  0.45
C  -0.77  3.55  0.51
C  -0.75  2.82  1.82
C  -0.89  2.84  -0.73
Te  -1.03  0.79  -0.66
C  -0.97  3.51  -2.00
C  -1.16  2.77  -3.30
C  -0.87  4.87  -1.99
H  -0.55  7.53  0.15
H  -1.61  7.47  -1.27
H  0.12  7.41  -1.49
H  -0.58  5.47  1.37
H  -0.39  3.47  2.62
H  -0.10  1.95  1.80
H  -1.76  2.50  2.09
H  -1.05  1.69  -3.19
H  -0.44  3.11  -4.04
H  -2.16  2.96  -3.69
H  -0.90  5.40  -2.93

Values from the calculation:
E_tot: -1521.06076 Eh
Frontier orbital gap (alpha / beta): 7.1 / 5.5 eV
Relative energy (zero: lowest compared OMol25 entry of this formula, charge and spin): 35.9 kJ/mol
Spin multiplicity: 5
Net charge: +3
Largest force on an atom: 0.8 eV/Å



(2)
Here is one molecule with the formula C24H29N3O5 at a distorted geometry from the Open Molecules 2025 dataset. Energies are from ωB97M-V/def2-TZVPD.

Cartesian coordinates (Å):
C  -4.19  -1.87  6.65
O  -4.33  -0.60  6.08
C  -3.92  0.45  6.93
C  -4.17  1.80  6.24
N  -3.29  2.16  5.15
C  -3.41  1.31  3.98
C  -2.71  1.99  2.80
N  -1.33  2.24  3.15
C  -0.24  1.71  2.54
O  0.89  1.96  2.91
C  -0.50  0.81  1.38
C  -0.99  -0.49  1.60
C  -1.17  -1.39  0.56
C  -0.85  -0.96  -0.72
N  -0.92  -1.58  -1.94
C  -0.49  -0.71  -2.79
C  -0.30  -0.93  -4.25
C  1.15  -1.25  -4.49
C  1.65  -2.50  -4.16
C  2.99  -2.78  -4.35
C  3.87  -1.84  -4.87
O  5.20  -2.10  -5.10
C  5.71  -3.36  -4.76
C  3.37  -0.56  -5.19
O  4.07  0.50  -5.70
C  5.48  0.50  -5.75
C  2.02  -0.30  -4.99
O  -0.13  0.48  -2.26
C  -0.35  0.34  -0.93
C  -0.16  1.24  0.10
C  -1.19  3.04  4.34
C  -1.90  2.34  5.50
H  -3.14  -2.08  6.90
H  -4.54  -2.59  5.92
H  -4.79  -1.96  7.57
H  -2.85  0.33  7.18
H  -4.49  0.41  7.87
H  -4.08  2.58  7.00
H  -5.19  1.80  5.86
H  -4.47  1.17  3.75
H  -2.97  0.31  4.14
H  -2.77  1.38  1.91
H  -3.20  2.96  2.61
H  -1.22  -0.79  2.61
H  -1.54  -2.38  0.73
H  -0.94  -1.76  -4.56
H  -0.58  -0.02  -4.78
H  1.00  -3.25  -3.74
H  3.35  -3.76  -4.09
H  5.60  -3.57  -3.69
H  6.77  -3.32  -5.01
H  5.23  -4.16  -5.33
H  5.86  -0.24  -6.46
H  5.75  1.50  -6.08
H  5.92  0.31  -4.77
H  1.67  0.69  -5.24
H  0.24  2.23  -0.06
H  -0.12  3.15  4.55
H  -1.64  4.02  4.18
H  -1.84  2.96  6.40
H  -1.39  1.38  5.70

Values from the calculation:
E_tot: -1472.38008 Eh
Frontier orbital gap: 8.8 eV
Structure (SMILES): COCCN1CCN(C(=O)c2ccc3nc(Cc4ccc(OC)c(OC)c4)oc3c2)CC1
Relative energy (zero: lowest compared OMol25 entry of this formula, charge and spin): 306.9 kJ/mol
Largest force on an atom: 1.3 eV/Å



(3)
Here is C42H43FN6O3PbSSb as an isolated structure from the Open Molecules 2025 dataset. Energies are from ωB97M-V/def2-TZVPD.

Cartesian coordinates (Å):
Pb  0.42  0.05  1.56
O  -3.88  5.16  4.51
C  -4.25  3.98  4.38
O  -5.29  3.37  4.65
C  -3.14  3.07  3.78
C  -3.36  1.71  3.63
C  -2.35  0.91  3.12
N  -1.15  1.42  2.79
C  -0.90  2.72  3.03
C  -1.88  3.57  3.50
C  0.51  3.17  2.82
C  0.92  4.47  3.10
C  2.26  4.80  2.95
C  3.16  3.84  2.53
C  2.68  2.57  2.25
N  1.39  2.25  2.39
C  -2.53  -0.56  2.94
C  -3.77  -1.18  3.07
C  -3.85  -2.55  2.93
C  -2.70  -3.29  2.68
C  -1.51  -2.60  2.56
N  -1.43  -1.27  2.68
H  -4.33  1.34  3.94
H  -1.73  4.63  3.67
H  0.21  5.21  3.43
H  2.59  5.81  3.17
H  4.21  4.06  2.40
H  3.34  1.79  1.90
H  -4.65  -0.59  3.27
H  -4.81  -3.05  3.03
H  -2.73  -4.36  2.58
H  -0.58  -3.12  2.35
C  -4.13  -1.50  -3.79
C  -3.49  -2.50  -2.84
N  -2.02  -2.58  -2.98
C  -1.54  -3.36  -4.14
C  -1.00  -2.50  -5.28
C  -1.11  -2.03  -2.17
S  -1.73  -1.20  -0.68
N  0.15  -2.23  -2.41
C  1.21  -1.68  -1.72
O  1.18  -0.64  -1.05
C  2.50  -2.43  -1.86
C  3.62  -1.94  -1.20
C  4.84  -2.59  -1.31
C  4.93  -3.75  -2.08
C  3.81  -4.24  -2.73
C  2.60  -3.58  -2.63
H  -5.21  -1.49  -3.64
H  -3.95  -1.77  -4.83
H  -3.76  -0.49  -3.62
H  -3.87  -3.50  -3.03
H  -3.73  -2.25  -1.81
H  -2.38  -3.95  -4.48
H  -0.76  -4.03  -3.78
H  -1.77  -1.83  -5.66
H  -0.68  -3.14  -6.09
H  -0.15  -1.91  -4.95
H  3.53  -1.03  -0.62
H  5.71  -2.20  -0.81
H  5.88  -4.26  -2.17
H  3.89  -5.15  -3.32
H  1.73  -3.95  -3.15
C  4.20  3.61  -2.06
Sb  2.92  1.99  -1.45
C  1.22  3.27  -1.18
C  2.48  1.43  -3.47
H  3.72  4.20  -2.84
H  5.14  3.21  -2.44
H  4.42  4.27  -1.21
H  1.08  3.89  -2.07
H  1.38  3.93  -0.32
H  0.31  2.69  -1.01
H  2.08  2.30  -4.00
H  1.76  0.61  -3.50
H  3.40  1.10  -3.96
C  3.64  -2.77  4.69
C  3.81  -2.70  3.31
C  2.92  -1.95  2.57
N  1.89  -1.30  3.13
C  1.72  -1.38  4.45
C  2.57  -2.10  5.27
H  4.32  -3.35  5.30
H  4.63  -3.21  2.82
H  3.02  -1.86  1.49
H  0.87  -0.85  4.86
H  2.40  -2.14  6.34
F  -3.66  3.90  -2.84
C  -3.20  2.74  -2.35
C  -2.26  2.03  -3.08
C  -1.79  0.83  -2.58
C  -2.28  0.34  -1.37
C  -3.23  1.07  -0.65
C  -3.68  2.29  -1.14
H  -1.91  2.44  -4.02
H  -1.04  0.28  -3.13
H  -3.61  0.68  0.28
H  -4.41  2.88  -0.59

Values from the calculation:
E_tot: -3111.51420 Eh
Frontier orbital gap: 6.5 eV
Relative energy (zero: lowest compared OMol25 entry of this formula, charge and spin): 0.4 kJ/mol
Net charge: +1
Largest force on an atom: 0.3 eV/Å



Copy entry 1 word for word.
Here is C23H22N5OsTe as an isolated structure from the Open Molecules 2025 dataset. Energies are from ωB97M-V/def2-TZVPD.

Cartesian coordinates (Å):
Os  -0.52  -2.43  -1.05
N  3.74  -3.25  -1.01
C  2.52  -3.09  -1.45
N  1.51  -2.73  -0.67
C  1.74  -2.59  0.73
N  0.74  -2.41  1.55
N  -0.46  -2.43  0.90
C  -1.58  -2.51  1.54
C  -2.76  -2.63  0.70
C  -4.04  -2.77  1.18
C  -5.09  -2.97  0.29
C  -4.82  -3.03  -1.07
C  -3.52  -2.88  -1.51
N  -2.50  -2.66  -0.65
C  3.09  -2.68  1.22
C  3.42  -2.46  2.57
C  4.72  -2.59  2.98
C  5.72  -2.95  2.07
C  5.42  -3.17  0.74
C  4.10  -3.03  0.33
H  4.46  -3.53  -1.67
H  2.34  -3.25  -2.50
H  -1.60  -2.54  2.62
H  -4.22  -2.75  2.25
H  -6.10  -3.08  0.65
H  -5.61  -3.21  -1.79
H  -3.27  -2.92  -2.56
H  2.63  -2.20  3.26
H  4.98  -2.42  4.02
H  6.74  -3.06  2.40
H  6.19  -3.45  0.03
C  -0.68  7.08  -0.83
C  -0.74  5.60  -0.78
C  -0.68  4.91  0.45
C  -0.77  3.55  0.51
C  -0.75  2.82  1.82
C  -0.89  2.84  -0.73
Te  -1.03  0.79  -0.66
C  -0.97  3.51  -2.00
C  -1.16  2.77  -3.30
C  -0.87  4.87  -1.99
H  -0.55  7.53  0.15
H  -1.61  7.47  -1.27
H  0.12  7.41  -1.49
H  -0.58  5.47  1.37
H  -0.39  3.47  2.62
H  -0.10  1.95  1.80
H  -1.76  2.50  2.09
H  -1.05  1.69  -3.19
H  -0.44  3.11  -4.04
H  -2.16  2.96  -3.69
H  -0.90  5.40  -2.93

Values from the calculation:
E_tot: -1521.06076 Eh
Frontier orbital gap (alpha / beta): 7.1 / 5.5 eV
Relative energy (zero: lowest compared OMol25 entry of this formula, charge and spin): 35.9 kJ/mol
Spin multiplicity: 5
Net charge: +3
Largest force on an atom: 0.8 eV/Å



Question: Which value of relative energy (zero: lowest compared OMol25 entry of this formula, charge and spin) does entry 3 give?
Answer: 0.4 kJ/mol



Question: Look up the relative energy (zero: lowest compared OMol25 entry of this formula, charge and spin) of the first one.
Answer: 35.9 kJ/mol



Question: What is the formula in the first record?
Answer: C23H22N5OsTe